ORCA calculation (ωB97M-V/def2-TZVPD) on an isolated molecule of C5H13N2 at a distorted geometry.

Geometry (Å):
C  1.718749  -0.580242  -1.192197
C  0.731984  -0.956005  0.011956
C  -0.664201  -0.317005  -0.379861
C  -1.010054  1.004003  0.284292
C  -1.168728  2.146392  -0.433014
N  -0.906105  1.246539  1.797311
N  0.499308  -2.404707  0.189144
H  1.146149  -0.633014  -2.144032
H  1.950825  0.515541  -1.298405
H  2.639034  -1.171892  -1.171839
H  1.076044  -0.496803  1.021309
H  -1.303967  -1.181474  0.078084
H  -0.765939  -0.358837  -1.450911
H  -1.559756  3.126688  0.008545
H  -1.033212  2.151589  -1.494380
H  -0.297487  0.400997  2.150439
H  -0.519986  2.156582  1.901951
H  -1.839181  1.373111  2.339014
H  1.342980  -3.006107  0.441448
H  -0.036457  -3.015359  -0.658853

Atoms 1-3, force components in eV/Å:
C -0.9231 1.0208 0.3146
C 0.4672 0.9778 -1.2624
C -0.1268 -2.5505 3.5647

HOMO (alpha / beta) (eV): -3.7 / -9.3
Energy relative to the best compared isomer or geometry (same formula, charge and spin) (kcal per mole): 89.3
Multiplicity: 2
E_LUMO (alpha / beta) (eV): 0.88 / 0.85
<S²>: 0.75
E (Eh): -307.606830
HOMO-LUMO gap (alpha / beta) (eV): 4.54 / 10.19